{"formula": "C29H27BrN2O3PdS", "method": "ωB97M-V with the def2-TZVPD basis set", "homo_lumo_gap_ev": 7.69, "lumo_ev": 0.0, "charge": 0, "de_lowest_kj_mol": 16.59, "homo_energy_ev": -7.667, "species": ["Pd", "O", "C", "C", "C", "C", "C", "C", "C", "O", "N", "N", "C", "C", "Br", "C", "C", "C", "C", "C", "C", "C", "H", "H", "H", "H", "H", "H", "H", "H", "H", "H", "H", "H", "H", "H", "C", "C", "C", "C", "C", "C", "H", "H", "H", "H", "H", "C", "S", "O", "C", "C", "C", "C", "C", "C", "H", "H", "H", "H", "H", "H", "H", "H"], "positions_angstrom": [[-0.35698, 0.76460, 0.57959], [-4.30576, 2.23021, -2.84405], [-4.80861, 2.12681, -1.56514], [-6.02152, 2.69819, -1.21549], [-6.48823, 2.57655, 0.08739], [-5.74320, 1.88526, 1.02797], [-4.53258, 1.31185, 0.65755], [-4.05018, 1.42352, -0.63507], [-2.72986, 0.77250, -1.02111], [-2.17619, 0.02232, -0.04438], [-1.79416, 1.89693, -1.44169], [-0.49482, 1.46071, -1.33566], [0.25263, 1.47173, -2.36782], [1.63285, 0.97315, -2.43553], [1.97973, -0.66516, -1.54648], [2.53539, 1.58860, -3.19781], [3.95669, 1.25486, -3.39243], [4.50435, 1.31343, -4.67283], [5.84262, 1.02164, -4.88151], [6.65677, 0.69374, -3.80656], [6.12702, 0.66331, -2.52435], [4.78474, 0.93929, -2.31521], [-4.93356, 2.71682, -3.38668], [-6.59782, 3.24179, -1.95731], [-7.43485, 3.02581, 0.35912], [-6.10370, 1.78740, 2.04361], [-3.92690, 0.75464, 1.36013], [-2.90597, 0.17877, -1.93915], [-2.01050, 2.20244, -2.38860], [-0.16468, 1.85120, -3.30078], [2.17165, 2.45902, -3.73950], [3.87109, 1.57946, -5.51106], [6.25225, 1.05720, -5.88258], [7.70439, 0.47396, -3.96678], [6.76246, 0.42790, -1.68020], [4.37925, 0.92770, -1.31193], [3.44758, 3.01248, 2.52724], [2.41122, 2.48517, 3.28570], [1.34681, 1.83868, 2.66983], [1.27292, 1.69112, 1.27874], [2.31153, 2.25812, 0.54033], [3.38523, 2.90199, 1.14627], [4.28140, 3.51188, 3.00435], [2.42849, 2.57837, 4.36557], [0.55903, 1.43386, 3.29469], [2.29318, 2.21818, -0.53907], [4.17248, 3.32401, 0.53108], [-0.82885, -2.71471, 3.38471], [-0.56733, -1.83430, 1.84629], [-0.45933, -0.39317, 2.32993], [1.11627, -2.33683, 1.52671], [2.16086, -1.57434, 2.02227], [3.46006, -1.92789, 1.68674], [3.69759, -3.02332, 0.86804], [2.63774, -3.77564, 0.37547], [1.33442, -3.42664, 0.69601], [-0.07428, -2.38864, 4.09891], [-0.75476, -3.78469, 3.19768], [-1.82800, -2.45480, 3.72873], [1.95305, -0.69833, 2.62269], [4.28425, -1.32911, 2.05188], [4.71226, -3.28540, 0.59766], [2.82472, -4.61983, -0.27496], [0.49873, -3.97978, 0.28271]], "forces_ev_per_angstrom": [[0.1173, 0.0498, -0.1614], [0.0327, 0.0032, 0.0013], [-0.0203, -0.0266, -0.0040], [-0.0199, 0.0222, 0.0353], [0.0088, 0.0152, -0.0519], [0.0234, -0.0315, 0.0087], [-0.0058, 0.0006, 0.0026], [0.0180, -0.0161, 0.0619], [-0.0107, 0.0133, -0.0378], [-0.0897, -0.0025, 0.0509], [-0.1120, 0.1036, 0.1052], [0.1572, -0.0685, -0.1463], [0.0223, 0.0039, 0.0626], [-0.0602, -0.0435, 0.0172], [-0.0157, 0.0951, -0.0356], [0.0442, -0.0432, -0.0243], [-0.0044, 0.0171, 0.0561], [-0.0167, 0.0017, -0.0085], [0.0031, 0.0005, -0.0070], [0.0043, 0.0038, -0.0029], [-0.0117, -0.0018, 0.0073], [0.0015, -0.0012, -0.0228], [-0.0044, 0.0006, -0.0118], [0.0016, -0.0041, -0.0013], [0.0004, -0.0004, -0.0037], [0.0043, 0.0047, -0.0026], [-0.0045, 0.0021, 0.0082], [0.0281, -0.0292, -0.0239], [-0.0067, -0.0343, -0.0211], [0.0131, 0.0429, 0.0020], [0.0067, 0.0052, -0.0088], [0.0029, 0.0012, -0.0007], [-0.0025, 0.0003, 0.0003], [-0.0032, -0.0002, -0.0003], [-0.0032, 0.0011, -0.0019], [-0.0049, -0.0004, 0.0064], [-0.0258, -0.0183, -0.0188], [0.0357, 0.0177, 0.0022], [-0.0306, 0.0066, 0.0155], [0.0137, -0.0608, 0.0890], [-0.0675, -0.0073, -0.0634], [0.0138, 0.0058, 0.0344], [0.0008, 0.0048, -0.0017], [-0.0011, -0.0002, 0.0019], [0.0151, 0.0207, -0.0067], [0.0252, 0.0108, -0.0117], [-0.0035, -0.0011, -0.0019], [0.0527, 0.0674, 0.0151], [0.0252, -0.1573, 0.0287], [-0.1153, 0.0866, 0.0998], [-0.0502, -0.0258, -0.0403], [0.0234, -0.0402, 0.0225], [-0.0119, 0.0313, 0.0233], [-0.0231, -0.0230, -0.0043], [0.0254, -0.0060, 0.0032], [0.0008, 0.0154, -0.0109], [-0.0078, -0.0095, 0.0049], [-0.0039, -0.0002, -0.0225], [-0.0028, -0.0175, 0.0070], [0.0139, -0.0013, -0.0188], [0.0027, -0.0031, -0.0026], [0.0000, 0.0017, 0.0034], [0.0031, 0.0038, -0.0008], [-0.0016, 0.0141, 0.0060]]}

{"formula": "C29H27F6N8O13P2S3Ti", "method": "ωB97M-V with the def2-TZVPD basis set", "homo_lumo_gap_ev": [3.05, 3.05], "lumo_ev": [0.6, 0.6], "charge": -1, "de_lowest_kj_mol": 573.14, "homo_energy_ev": [-2.499, -2.494], "species": ["Ti", "C", "C", "N", "C", "C", "N", "C", "C", "C", "C", "C", "N", "C", "C", "N", "C", "C", "N", "C", "C", "C", "N", "C", "C", "H", "H", "H", "H", "H", "H", "H", "H", "H", "H", "H", "H", "F", "C", "F", "F", "S", "O", "O", "N", "S", "O", "O", "C", "F", "F", "F", "N", "C", "C", "P", "O", "O", "O", "P", "O", "O", "O", "H", "H", "H", "H", "H", "H", "H", "H", "C", "C", "C", "C", "C", "C", "C", "S", "O", "O", "O", "H", "H", "H", "H", "H", "H", "H"], "positions_angstrom": [[-0.15342, -0.36510, 0.00199], [-0.87848, 2.25116, -4.08225], [-0.99119, 2.10118, -2.70811], [-0.09769, 1.41207, -2.01856], [0.90235, 0.83644, -2.69510], [0.89570, 0.85097, -4.09281], [0.03293, 1.57678, -4.78069], [2.01937, 0.41298, -1.85211], [3.30585, 0.34599, -2.35517], [4.41523, 0.33667, -1.52204], [4.14080, 0.44343, -0.16672], [2.84426, 0.48880, 0.30098], [1.74720, 0.39323, -0.51331], [2.66027, 0.84592, 1.72600], [3.50738, 0.39750, 2.74336], [3.37767, 0.80538, 3.99584], [2.41578, 1.68819, 4.24438], [1.58039, 2.14699, 3.23804], [1.70043, 1.72358, 1.98881], [5.78652, 0.38155, -2.04028], [6.88624, 0.05396, -1.24121], [8.16320, 0.16832, -1.75722], [8.43689, 0.56905, -2.99625], [7.39143, 0.86917, -3.76258], [6.07616, 0.79248, -3.34555], [-1.53654, 2.89500, -4.65108], [-1.79018, 2.55240, -2.13135], [1.60690, 0.26907, -4.66977], [3.43363, 0.35776, -3.42749], [4.94810, 0.55960, 0.54081], [4.29112, -0.31985, 2.54089], [2.32331, 2.03099, 5.26671], [0.80269, 2.87943, 3.41732], [6.74202, -0.30044, -0.23037], [9.02714, -0.07102, -1.14700], [7.63013, 1.20110, -4.76717], [5.28799, 1.08731, -4.02325], [-0.79054, -0.27333, 2.99789], [-1.35961, 0.68041, 3.79194], [-0.77162, 0.49879, 5.01007], [-2.64479, 0.33085, 3.98603], [-1.99657, 1.62098, 1.55968], [-0.83015, 1.14252, 0.69246], [-2.36820, 2.98261, 1.21136], [-3.30313, 0.66434, 1.13861], [-3.09784, -0.82630, 0.83533], [-4.05046, -1.34861, -0.12788], [-1.73522, -1.35647, 0.82980], [-3.80904, -1.78665, 2.31917], [-4.81886, -1.13194, 2.90325], [-4.32052, -2.94605, 1.85378], [-2.91882, -2.11746, 3.25147], [-1.88085, -3.13696, -3.75833], [-2.15958, -2.82511, -2.33326], [-3.29247, -3.70310, -1.82551], [-2.49381, -0.98921, -2.35543], [-4.01512, -0.77334, -2.78633], [-1.73975, -0.54868, -3.67710], [-2.09036, -0.05367, -1.25858], [-0.64361, -3.02419, -1.25895], [0.22882, -3.97639, -2.24595], [-0.99113, -3.69536, 0.00075], [-0.00363, -1.61349, -1.35328], [-1.77401, -1.28619, -4.31742], [-2.35937, -3.99193, -4.01068], [-0.88865, -3.31905, -3.86596], [-4.14897, -3.66467, -2.50326], [-3.61646, -3.39678, -0.83855], [-2.92929, -4.73003, -1.75639], [-4.56114, -0.85446, -1.98292], [1.06570, -4.09723, -1.76400], [0.64315, -5.68072, 6.14755], [0.89983, -4.89113, 4.89247], [0.20272, -5.16164, 3.72084], [0.46035, -4.45280, 2.55621], [1.42787, -3.46439, 2.56945], [2.11210, -3.15551, 3.73755], [1.84493, -3.86688, 4.89314], [1.81003, -2.50707, 1.12265], [1.69139, -3.30637, -0.07420], [3.16862, -2.04640, 1.30165], [0.82817, -1.35645, 1.18129], [-0.07414, -6.47860, 5.96331], [0.25008, -5.03151, 6.93138], [1.57134, -6.12163, 6.51400], [-0.55420, -5.93632, 3.71395], [-0.08965, -4.63951, 1.64463], [2.85141, -2.36717, 3.71845], [2.37450, -3.63198, 5.80889]], "forces_ev_per_angstrom": [[-2.1290, 2.5110, -0.5562], [0.1787, -0.1104, -0.1099], [-0.1127, 0.2209, 0.2186], [0.7521, -0.4050, -0.5545], [-0.8124, 0.4171, -0.4759], [0.2877, -0.1215, 0.1907], [-0.1096, 0.1573, 0.0036], [0.4202, 0.0965, 0.7763], [-0.2683, -0.0983, -0.4315], [-0.5521, 0.0182, 0.4100], [0.4024, 0.0361, -0.3232], [-0.7582, 0.1191, -0.0999], [2.3741, 0.4215, -0.4317], [-0.1728, 0.0312, 0.4528], [0.0627, -0.1306, -0.1846], [0.1226, 0.0603, 0.0518], [0.0428, -0.0564, -0.0048], [-0.2370, 0.1775, -0.0015], [0.0283, 0.0176, -0.2304], [0.7481, -0.0306, -0.2879], [-0.3698, -0.0040, -0.0414], [0.2183, -0.0219, -0.0195], [-0.0937, 0.0098, 0.0167], [0.1749, 0.0090, -0.0951], [-0.2273, -0.0058, 0.2634], [-0.1093, -0.0002, 0.1128], [-0.0646, -0.0297, -0.0427], [0.0418, 0.0185, 0.0459], [-0.0468, 0.0412, -0.0141], [-0.0799, 0.0466, 0.0597], [-0.0408, -0.0494, -0.0184], [-0.1163, 0.0241, -0.0106], [-0.0303, -0.1120, 0.1320], [0.0563, -0.0172, 0.0218], [-0.0598, -0.0445, 0.0696], [-0.0792, -0.0035, -0.0200], [0.0106, 0.0184, -0.0359], [0.1873, -1.1934, 0.0388], [1.0347, 2.4017, 0.6125], [0.4228, -0.5782, 1.0157], [-0.8871, -0.6967, 0.2723], [-2.0452, 1.5815, 2.0333], [1.5466, 0.1547, -1.1755], [-0.0673, -0.0426, -0.6134], [0.2716, -0.7139, -0.9496], [-2.8276, 0.6694, 2.4925], [0.1077, -0.1232, -0.5362], [0.3372, -0.3994, -0.1376], [0.0970, -0.3318, 0.1957], [0.2599, 0.1141, -0.2802], [0.0577, -0.0191, -0.0259], [-0.0275, 0.0966, -0.3204], [0.1263, -0.0352, -0.0231], [0.3600, 0.3831, 0.1649], [-0.0328, -0.0021, 0.1080], [-0.5582, 0.6934, -0.7840], [0.1048, -0.2830, 0.2820], [0.0327, -0.0125, -0.1216], [0.3692, -0.5157, -0.8918], [-0.7772, -1.6442, -1.1055], [0.1666, 0.4840, 0.3708], [-0.0284, 0.1667, -0.2011], [0.3032, -1.4226, -0.9748], [-0.0582, -0.1056, 0.0842], [-0.0658, 0.0173, 0.0179], [-0.0291, -0.0957, -0.0643], [0.0414, 0.0733, -0.0462], [-0.0191, -0.0523, 0.0498], [-0.0152, -0.0117, -0.0403], [0.0025, 0.0673, 0.0747], [0.0563, -0.1461, -0.1288], [0.0139, 0.1117, -0.0821], [-0.0424, -0.0059, 0.0168], [0.1260, 0.0418, -0.0107], [-0.0875, -0.0132, -0.2035], [-0.1776, 0.2165, -0.0853], [0.1025, 0.1002, -0.0196], [-0.0206, -0.0536, -0.1064], [1.6120, -1.1764, 0.4284], [-0.2595, -0.0630, 0.1418], [-0.3241, 0.3218, 0.2591], [1.2032, -1.0859, 1.2378], [-0.0113, -0.0198, 0.0527], [-0.0222, -0.0357, 0.0340], [-0.0210, -0.0378, 0.0432], [0.0001, -0.0098, -0.0049], [-0.0343, -0.0251, -0.0047], [0.0143, 0.0164, 0.0993], [0.0297, 0.0288, -0.0250]]}

> Which formula does entry 1 have?

C29H27BrN2O3PdS

> Number 1 is which compound?

C29H27BrN2O3PdS